<one>
{
  "formula": "C5H13NO2",
  "method": "ωB97M-V with the def2-TZVPD basis set",
  "symbols": ["C", "C", "C", "C", "C", "N", "H", "H", "H", "H", "H", "H", "H", "H", "H", "H", "H", "O", "H", "H", "O"],
  "positions_angstrom": [[-0.69573, -2.36310, 0.43321], [-1.54790, -1.08359, 0.21860], [-0.68803, 0.06180, -0.22650], [0.07790, 0.81634, 0.53788], [0.10792, 0.83002, -2.31796], [-0.74891, 0.19983, -1.65181], [-1.29103, -3.19120, 0.04574], [0.16440, -2.33964, -0.23357], [-0.34835, -2.56103, 1.44115], [-2.00490, -0.92030, 1.19925], [-2.31671, -1.24848, -0.49593], [0.09967, 0.91208, 1.61627], [0.79523, 1.51509, 0.11938], [-0.07849, 0.97506, -3.37739], [1.04891, 1.20098, -1.90147], [4.66639, -0.01332, 1.17991], [4.71471, -0.27974, -0.18392], [4.41901, -0.75293, 0.61426], [-2.67081, 2.20538, 0.92819], [-1.43362, 3.02329, 0.78921], [-2.26967, 3.01346, 1.26550]],
  "charge": 0,
  "lumo_energy_ha": 0.0130,
  "homo_energy_ev": -9.371,
  "homo_lumo_gap_ev": 9.724,
  "smiles": "C=NC(=C)CC.O.O"
}

***

<two>
{
  "formula": "C5H13NO2",
  "method": "ωB97M-V with the def2-TZVPD basis set",
  "symbols": ["C", "C", "C", "C", "C", "N", "H", "H", "H", "H", "H", "H", "H", "H", "H", "H", "H", "O", "H", "H", "O"],
  "positions_angstrom": [[-1.25557, -2.44507, -0.07445], [-1.60736, -0.99912, 0.22374], [-0.53677, 0.03273, -0.09280], [0.27502, 0.55418, 0.82759], [-0.57051, -0.26893, -2.42618], [-0.51040, 0.54554, -1.45126], [-0.37985, -2.72932, 0.54531], [-1.97196, -3.24845, 0.18006], [-1.00749, -2.59420, -1.10453], [-1.74286, -0.93492, 1.32705], [-2.46485, -0.53018, -0.29162], [0.22016, 0.32996, 1.88923], [1.02046, 1.26445, 0.42359], [-0.76320, 0.14086, -3.42809], [-0.21556, -1.27571, -2.44767], [4.72759, 0.19421, 0.98542], [5.21661, -0.69601, 0.02504], [5.26034, -0.62462, 0.99131], [-2.01218, 3.55169, 0.62037], [-1.53787, 2.19342, 1.10049], [-1.90256, 3.02893, 1.41996]],
  "charge": 0,
  "lumo_energy_ha": 0.0157,
  "homo_energy_ev": -9.241,
  "homo_lumo_gap_ev": 9.668,
  "smiles": "C=NC(=C)CC.O.O"
}

***

<three>
{
  "formula": "C5H13NO2",
  "method": "ωB97M-V with the def2-TZVPD basis set",
  "symbols": ["C", "O", "C", "C", "C", "C", "O", "N", "H", "H", "H", "H", "H", "H", "H", "H", "H", "H", "H", "H", "H"],
  "positions_angstrom": [[-0.81046, -0.84637, -0.82114], [-0.82233, -3.44239, 2.22223], [-0.16597, -0.41101, 0.40802], [-0.83959, 0.85554, -0.42081], [0.38916, 1.98514, -0.13125], [1.28695, 2.11739, -1.37527], [1.35867, 1.01410, -2.13778], [-0.56517, -0.82277, 1.64900], [-0.27378, -0.75435, -1.75135], [-1.57311, -1.66802, -0.78933], [-0.63428, -2.47206, 2.18662], [1.85166, -0.24080, 0.42682], [-1.75121, 0.95344, 0.20153], [-1.14263, 1.27179, -1.38251], [0.93772, 1.63026, 0.70819], [-0.15102, 2.91236, 0.14520], [2.22758, 2.56217, -1.03701], [0.90624, 3.00288, -1.96889], [-0.86088, -0.14197, 2.29150], [0.94531, -0.31448, 0.24224], [0.02335, -3.75957, 2.55119]],
  "charge": 0,
  "lumo_energy_ha": -0.0997,
  "homo_energy_ev": -7.503,
  "homo_lumo_gap_ev": 4.789
}

***

<four>
{
  "formula": "C5H13NO2",
  "method": "ωB97M-V with the def2-TZVPD basis set",
  "symbols": ["C", "C", "C", "C", "C", "N", "O", "O", "H", "H", "H", "H", "H", "H", "H", "H", "H", "H", "H", "H", "H"],
  "positions_angstrom": [[-2.13365, -0.14446, -0.36999], [0.19612, 0.59655, -0.19700], [-0.29613, -0.69716, -0.57157], [2.63278, -1.00730, 0.09735], [0.28911, 1.04478, 1.23126], [1.76945, -0.17771, -0.71360], [-2.54831, 0.77829, -1.34552], [-2.55713, 0.25000, 0.90928], [-2.26947, 1.65286, -1.04163], [-3.52468, 0.17202, 0.94481], [-2.60492, -1.09444, -0.63855], [2.04397, -0.11062, -1.69039], [0.04785, 1.39091, -0.92405], [-0.36387, -0.93142, -1.62827], [-0.21774, -1.50092, 0.15382], [3.62010, -0.54655, 0.23907], [2.21019, -1.16157, 1.09528], [2.78467, -2.00318, -0.34150], [-0.62167, 1.58062, 1.51207], [1.14597, 1.70957, 1.36593], [0.39736, 0.19974, 1.91321]],
  "charge": 0,
  "lumo_energy_ha": 0.0286,
  "homo_energy_ev": -7.029,
  "homo_lumo_gap_ev": 7.807
}

***

Which is most stable, and by how much? <one>, by 0.0031 hartree.

***

<one>
{
  "formula": "C5H13NO2",
  "method": "ωB97M-V with the def2-TZVPD basis set",
  "symbols": ["C", "C", "C", "C", "N", "C", "H", "H", "H", "H", "H", "H", "H", "H", "H", "H", "H", "O", "H", "H", "O"],
  "positions_angstrom": [[-2.95011, 0.80318, -0.53025], [-1.74180, 0.86565, -1.47802], [-0.41662, 0.65537, -0.98204], [0.63750, 0.12068, -1.67285], [1.73481, 0.15712, -0.70749], [2.90435, -0.00652, -1.12893], [-2.71521, 0.05415, 0.19865], [-3.84202, 0.52465, -1.09373], [-3.07489, 1.73176, 0.05582], [-1.54944, 1.94998, -1.79292], [-2.13937, 0.36127, -2.38992], [-0.41691, 0.82186, 0.14428], [0.78204, -0.35300, -2.53047], [3.69870, -0.09809, -0.39194], [3.21339, -0.20078, -2.19123], [2.86568, -1.45616, 1.21457], [3.17851, -0.88684, 2.45862], [3.51370, -1.62046, 1.93121], [-1.08157, -1.90881, 3.41611], [-1.61994, -0.41846, 3.59859], [-0.98079, -1.09653, 3.87195]],
  "charge": 0,
  "lumo_energy_ha": 0.0228,
  "homo_energy_ev": -8.866,
  "homo_lumo_gap_ev": 9.486,
  "smiles": "C=N/C=C/CC.O.O"
}

***

<two>
{
  "formula": "C5H13NO2",
  "method": "ωB97M-V with the def2-TZVPD basis set",
  "symbols": ["C", "C", "C", "C", "C", "N", "O", "O", "H", "H", "H", "H", "H", "H", "H", "H", "H", "H", "H", "H", "H"],
  "positions_angstrom": [[-1.19572, -0.65236, 0.77050], [-0.05503, 0.09683, -0.06773], [2.83432, 1.03401, 0.06288], [-2.54412, 0.02923, 0.59644], [-0.33448, 0.04646, -1.56180], [1.11929, -0.68175, 0.24913], [2.30798, -0.17354, -0.43414], [-1.30548, -1.98820, 0.36643], [-0.41063, -2.31968, 0.21003], [1.31847, -0.63345, 1.25096], [-0.90267, -0.60834, 1.83550], [0.00016, 1.13962, 0.28548], [2.14871, 1.88108, -0.07025], [3.74079, 1.22680, -0.50989], [3.08973, 0.95023, 1.12781], [-2.87020, -0.04994, -0.43620], [-3.27902, -0.46590, 1.22657], [-2.48139, 1.07607, 0.88226], [-0.67915, -0.94629, -1.83988], [-1.08459, 0.78259, -1.83739], [0.58303, 0.25653, -2.10671]],
  "charge": 0,
  "lumo_energy_ha": 0.0320,
  "homo_energy_ev": -9.714,
  "homo_lumo_gap_ev": 10.585,
  "smiles": "CON[C@@H](C)[C@@H](C)O"
}

***

Which is most stable, and by how much? <two>, by 0.0328 hartree.

***

<one>
{
  "formula": "C5H13NO2",
  "method": "ωB97M-V with the def2-TZVPD basis set",
  "symbols": ["C", "N", "C", "C", "C", "O", "C", "H", "H", "H", "H", "H", "H", "H", "H", "H", "H", "H", "H", "H", "O"],
  "positions_angstrom": [[-1.98769, 0.30726, 1.23198], [-1.00669, -0.10698, 0.28823], [-0.28870, 0.85165, -0.67489], [-0.27336, 0.27894, -2.12142], [0.84608, -0.77142, -2.18899], [1.75266, -0.91733, -1.42842], [-1.50882, 0.74556, 2.56351], [-2.89253, 1.00153, 0.86675], [-2.53968, -0.67202, 1.34187], [-0.24353, -0.55269, 0.77912], [0.66236, 1.08229, -0.13033], [-0.96059, 1.73072, -0.84515], [-1.38464, 0.07980, -2.40856], [-0.04164, 1.01996, -2.80437], [0.98414, -1.52256, -2.96742], [-1.32883, 1.79937, 2.69367], [-2.19026, 0.33726, 3.40402], [-0.44349, 0.35154, 2.64341], [2.01124, -0.41023, 0.53934], [1.64228, -0.48568, 1.94913], [2.37820, -0.51798, 1.43590]],
  "charge": 0,
  "lumo_energy_ha": 0.0331,
  "homo_energy_ev": -8.905,
  "homo_lumo_gap_ev": 9.805,
  "smiles": "CCNCCC=O.O"
}

***

<two>
{
  "formula": "C5H13NO2",
  "method": "ωB97M-V with the def2-TZVPD basis set",
  "symbols": ["C", "C", "N", "H", "H", "H", "H", "H", "H", "H", "H", "C", "C", "C", "O", "O", "H", "H", "H", "H", "H"],
  "positions_angstrom": [[2.23295, -0.67415, -1.20163], [0.88800, -0.26659, -1.81886], [2.50400, -0.09227, 0.09315], [2.27239, -1.76390, -1.14901], [2.91140, -0.22523, -1.93127], [0.86645, -0.52847, -2.87128], [0.76112, 0.81791, -1.73519], [1.75532, 0.19480, 0.69151], [3.43616, -0.17188, 0.44414], [-3.72141, -0.68422, -0.62874], [0.06097, -0.66593, -1.24330], [-1.05835, 0.59420, 0.70807], [-1.16032, 0.87674, 2.19952], [-2.06052, -0.45378, 0.30215], [-1.98682, -1.63518, 0.54816], [-3.04278, -0.00226, -0.50325], [-1.35956, 1.44737, 0.08252], [-0.09595, 0.41521, 0.22220], [-0.19635, 1.30095, 2.51679], [-1.15958, -0.10097, 2.68277], [-1.84711, 1.61764, 2.59156]],
  "charge": 0,
  "lumo_energy_ha": 0.0294,
  "homo_energy_ev": -8.740,
  "homo_lumo_gap_ev": 9.539,
  "smiles": "CCC(=O)O.CCN"
}

***

Which is most stable, and by how much? <two>, by 0.0688 hartree.

***

<one>
{
  "formula": "C5H13NO2",
  "method": "ωB97M-V with the def2-TZVPD basis set",
  "symbols": ["C", "C", "C", "C", "C", "N", "O", "O", "H", "H", "H", "H", "H", "H", "H", "H", "H", "H", "H", "H", "H"],
  "positions_angstrom": [[-0.16410, 0.61908, 0.48831], [-0.47264, -0.64731, -0.17709], [2.08300, -1.33998, 0.13417], [0.03321, 1.88621, -0.28592], [-1.20160, -0.73828, -1.49276], [0.30701, 0.59262, 1.75462], [1.20389, -0.66278, -0.71635], [-2.05061, 0.24138, 0.88185], [-2.70855, 0.47607, 0.21544], [-0.51215, -1.52697, 0.45228], [-0.05752, -0.14827, 2.33827], [0.39580, 1.48061, 2.22618], [2.31582, -0.76383, 1.04543], [1.71019, -2.32978, 0.43888], [3.04339, -1.48223, -0.37583], [0.84412, 2.48466, 0.13389], [0.28867, 1.68773, -1.32489], [-0.89301, 2.46358, -0.25411], [-2.14715, -1.26244, -1.35046], [-1.43000, 0.24175, -1.91306], [-0.58775, -1.27183, -2.21885]],
  "charge": 0,
  "lumo_energy_ha": 0.0339,
  "homo_energy_ev": -8.510,
  "homo_lumo_gap_ev": 9.433
}

***

<two>
{
  "formula": "C5H13NO2",
  "method": "ωB97M-V with the def2-TZVPD basis set",
  "symbols": ["C", "N", "C", "C", "C", "C", "H", "H", "H", "H", "H", "H", "H", "H", "H", "H", "H", "O", "H", "H", "O"],
  "positions_angstrom": [[-2.87430, -1.14476, -0.28131], [-0.75124, 2.13832, 0.08532], [-0.65091, 0.84064, -0.43573], [-1.48132, -0.76273, -0.65174], [-0.68793, -0.34880, 0.50170], [0.77111, -0.82794, 0.76036], [-3.35147, -1.90907, -0.88817], [-3.52921, -0.27396, -0.36484], [-2.94186, -1.54801, 0.73251], [-1.78363, 1.66347, -0.12860], [-0.90050, 2.08570, 1.09817], [-0.13716, 0.94591, -1.38257], [-1.19869, -0.10859, 1.43649], [1.10735, -1.24499, -0.19027], [0.74106, -1.57252, 1.56363], [1.40726, 0.01747, 0.99008], [3.90684, -0.43611, -1.73801], [2.97633, -0.37518, -1.50648], [3.24508, 1.77369, 0.30186], [3.03615, 0.22751, -0.47948], [3.09704, 0.85996, 0.57705]],
  "charge": 0,
  "lumo_energy_ha": -0.1349,
  "homo_energy_ev": -7.176,
  "homo_lumo_gap_ev": 3.505
}

***

Which is most stable, and by how much? <one>, by 0.2790 hartree.

***

<one>
{
  "formula": "C5H13NO2",
  "method": "ωB97M-V with the def2-TZVPD basis set",
  "symbols": ["C", "O", "C", "C", "C", "C", "N", "H", "H", "H", "H", "H", "H", "H", "H", "H", "H", "H", "H", "H", "O"],
  "positions_angstrom": [[1.25948, -1.64165, -1.05571], [2.40074, -1.18295, -1.67055], [0.45189, -0.40875, -0.47414], [-0.75122, -0.65763, 0.16429], [-0.93122, -0.45416, 1.56167], [-1.91920, -0.93054, 2.28957], [-1.15472, 2.45217, 0.02388], [1.37114, -2.40156, -0.26392], [0.69045, -2.16607, -1.83881], [2.46776, 1.90677, -2.20456], [1.18338, 0.05657, 0.18202], [-2.03747, 2.89200, 0.20350], [-1.48461, -1.33576, -0.24962], [-0.22279, 0.22280, 2.03175], [-2.68265, -1.53311, 1.81984], [-2.06326, -0.71398, 3.33784], [0.43831, 0.29496, -1.37366], [-1.20715, 1.47888, 0.18953], [-0.41368, 2.92241, 0.47916], [2.41303, -0.12652, -1.67031], [2.19180, 1.32611, -1.48176]],
  "charge": 0,
  "lumo_energy_ha": -0.1078,
  "homo_energy_ev": -8.079,
  "homo_lumo_gap_ev": 5.146
}

***

<two>
{
  "formula": "C5H13NO2",
  "method": "ωB97M-V with the def2-TZVPD basis set",
  "symbols": ["C", "C", "C", "C", "N", "C", "H", "H", "H", "H", "H", "H", "H", "H", "H", "H", "H", "O", "H", "H", "O"],
  "positions_angstrom": [[0.80110, -0.09211, -3.19908], [0.64219, -1.40829, -2.39385], [0.45014, -1.00269, -0.95580], [-0.59840, -1.35588, -0.20835], [-1.08890, -0.96614, 1.02138], [-0.88319, -1.64672, 2.06079], [-0.16156, 0.35988, -3.44352], [1.28507, -0.28206, -4.16176], [1.53641, 0.61014, -2.77459], [1.59207, -1.93985, -2.55732], [-0.12198, -2.06252, -2.80639], [1.23424, -0.35096, -0.58400], [-1.27643, -2.02675, -0.75527], [-1.44662, -1.50083, 2.97588], [-0.13010, -2.41304, 2.20796], [-1.28846, 1.10130, 2.45851], [-0.17056, 1.94998, 2.94525], [-0.98002, 1.55024, 3.25851], [0.49410, 3.26969, -0.40624], [1.89582, 3.75097, -0.35708], [1.21066, 3.39498, 0.23106]],
  "charge": 0,
  "lumo_energy_ha": 0.0225,
  "homo_energy_ev": -8.777,
  "homo_lumo_gap_ev": 9.390,
  "smiles": "C=N/C=C/CC.O.O"
}

***

Which is most stable, and by how much? <two>, by 0.1357 hartree.